# 1
C12H24N2O3 in the gas phase. Source: OMol25; level of theory: the ωB97M-V functional and the def2-TZVPD basis.

Structure (XYZ):
```
41
Properties=species:S:1:pos:R:3:forces:R:3
C 3.019978 3.024986 -0.524285 0.49 0.08 0.21
C 2.227464 1.925278 0.138110 -0.72 -2.40 -2.07
C 1.062102 2.274531 1.011177 -0.55 -2.49 0.40
C 1.789342 0.824609 -0.919116 -0.89 2.13 -0.39
C 1.463265 -0.594729 -0.520708 0.34 0.37 -0.22
N 0.564345 -0.756907 0.570025 -0.84 -0.28 1.83
C -0.686816 -1.286913 0.611435 -0.16 0.03 0.18
O -1.065328 -1.865335 1.608787 -0.13 0.01 0.62
C -1.573844 -1.155655 -0.549278 0.74 -0.16 -2.13
N -1.955313 -2.501568 -1.008217 1.24 -2.19 -0.37
C -2.855813 -0.398630 -0.340118 -2.72 0.40 -3.78
C -3.129810 0.998850 0.191902 0.91 0.89 3.23
C -2.420991 2.215560 -0.477983 0.21 -0.12 1.37
C -4.713441 1.173283 0.267646 1.86 -1.62 0.31
C 2.581636 -1.519642 -0.175764 2.64 -0.11 1.49
O 2.618497 -2.689768 -0.414671 -0.13 0.55 -0.13
O 3.598207 -0.948101 0.636419 -1.77 1.69 -1.14
H 3.694105 3.433751 0.209049 0.43 0.28 0.33
H 3.644633 2.740074 -1.387299 -0.47 -0.18 0.33
H 2.396214 3.840199 -0.789221 -0.74 0.78 -0.63
H 2.882075 1.463285 0.835945 0.99 -0.41 0.72
H 0.764590 1.335878 1.604057 0.29 1.51 -0.92
H 0.178645 2.633353 0.519034 -0.14 0.48 -0.25
H 1.473743 2.922684 1.696345 0.18 2.00 1.83
H 0.861136 1.231251 -1.443521 0.84 -0.41 0.80
H 2.492260 0.820713 -1.740567 0.53 -0.31 -0.13
H 1.069020 -1.018479 -1.403676 -0.79 -0.70 -0.91
H 0.915448 -1.038215 1.482159 0.86 0.35 -0.17
H -1.036570 -0.711035 -1.428989 -0.27 -0.10 0.86
H -1.134789 -3.167643 -1.225452 -1.09 2.00 0.03
H -2.313775 -3.041127 -0.224088 -0.53 0.49 0.28
H -3.622276 -1.077391 0.056479 0.42 0.07 0.51
H -3.264148 -0.323227 -1.441874 0.68 -0.31 1.58
H -2.605490 0.898403 1.302943 -1.75 0.78 -2.14
H -2.588216 3.265408 0.004436 0.10 -2.13 -0.56
H -2.706960 2.278122 -1.508758 -0.07 0.11 -0.76
H -1.357535 1.949559 -0.391317 -0.18 0.55 -0.44
H -5.073891 2.184632 0.198582 0.11 0.51 0.92
H -4.957855 0.540306 1.146320 -0.68 0.99 -0.36
H -5.187082 0.716192 -0.596844 0.19 -0.43 -0.26
H 3.424055 0.069084 0.671208 0.56 -2.68 -0.07
```
Positions in Å, forces in eV/Å.

Output
ΔE to the lowest compared entry with this formula, charge and spin = 3.244 eV
multiplicity = 1
structure (SMILES) = CC(C)C[C@H](NC(=O)[C@@H](N)CC(C)C)C(=O)O
E_LUMO = 0.019 Ha
net charge = 0
E = -21954.46402 eV
HOMO = -9.652 eV



# 2
C5H10S2 in the gas phase. Source: OMol25; level of theory: the ωB97M-V functional and the def2-TZVPD basis.

Structure (XYZ):
```
17
Properties=species:S:1:pos:R:3:forces:R:3
C 2.815478 1.704501 -0.257016 1.73 0.33 2.29
C 1.578797 0.985225 -0.656881 0.39 -1.80 -1.11
S 0.526412 0.652330 0.802278 -0.15 -0.49 -1.16
C -0.760231 -0.250756 -0.092858 0.05 -0.62 -1.09
S -2.317831 0.554626 -0.599170 -0.03 -0.02 0.81
C -1.957818 -0.728177 0.682791 1.54 2.57 1.05
C -2.496072 -2.113558 0.536082 -0.28 1.05 1.57
H 2.611833 2.456655 0.492640 -0.54 0.83 -0.10
H 3.551857 1.124316 0.418152 -0.90 0.16 -1.74
H 3.297151 2.216266 -1.087901 0.25 -0.33 0.01
H 1.954113 0.011624 -1.156484 -1.10 1.18 0.81
H 1.034486 1.550456 -1.432968 -0.01 -0.19 0.51
H -0.366092 -0.838952 -0.971162 -0.32 0.34 1.32
H -1.774533 -0.293322 1.741232 -1.10 -0.82 -1.57
H -2.724416 -2.176121 -0.522964 -0.27 -0.83 0.08
H -3.397464 -2.222436 1.263467 1.61 -0.29 -1.55
H -1.575678 -2.632675 0.840757 -0.87 -1.08 -0.10
```
Positions in Å, forces in eV/Å.

Output
ΔE to the lowest compared entry with this formula, charge and spin = 0.987 eV
multiplicity = 1
structure (SMILES) = CCS[C@@H]1S[C@H]1C
E_LUMO = 0.032 Ha
net charge = 0
E = -27016.19936 eV
HOMO = -8.591 eV



# 3
A molecular structure, AlBH24O10. Source: OMol25; level of theory: the ωB97M-V functional and the def2-TZVPD basis.

Structure (XYZ):
```
36
Properties=species:S:1:pos:R:3:forces:R:3
Al 0.819441 0.842525 -3.840061 0.07 -0.05 -0.01
B 0.228551 0.051585 0.559649 -1.38 -1.08 1.24
H -0.315719 0.919765 0.221599 -1.12 5.65 0.14
H -0.034199 -0.126945 1.590819 -3.00 -1.18 3.55
H 0.033981 -0.750425 -0.135451 0.74 -5.10 -1.71
H 1.278301 0.263485 0.427809 4.62 1.63 -3.14
O -1.134419 -3.206735 -3.484891 0.19 0.40 0.20
H -2.046809 -3.081875 -3.746041 -0.30 0.02 -0.13
H -1.014639 -4.156385 -3.477761 0.12 -0.32 -0.06
O 3.590311 -1.948325 -2.396161 -0.38 0.37 -0.02
H 4.368161 -2.088015 -2.936221 0.25 -0.08 -0.22
H 3.794711 -2.377585 -1.565391 0.06 -0.19 0.21
O -3.201779 0.325285 -2.238861 0.54 0.16 0.00
H -3.422939 -0.206025 -1.473991 -0.13 -0.33 0.31
H -4.040149 0.480065 -2.674081 -0.33 0.10 -0.25
O 2.759481 2.033925 2.979609 -0.23 -0.12 0.27
H 3.316651 2.649515 2.503309 0.42 0.38 -0.07
H 2.407131 1.456005 2.302789 -0.19 -0.21 -0.21
O -2.804369 -0.323005 3.725089 -0.17 0.02 -0.63
H -2.813949 -0.592045 4.643659 -0.16 -0.12 0.53
H -1.875479 -0.270645 3.500029 0.38 0.08 0.02
O 0.884191 -3.836195 2.482259 0.06 0.13 0.29
H 0.606061 -4.449245 1.801779 -0.06 -0.47 -0.23
H 0.759801 -2.971295 2.091479 -0.01 0.36 -0.08
O 0.573741 4.311895 -1.012491 -0.04 -0.52 -0.21
H 1.098081 4.172925 -0.223831 0.28 0.08 0.21
H 0.017991 5.062285 -0.802041 -0.24 0.37 -0.03
O -2.954149 3.181415 1.333049 0.15 0.30 -0.21
H -3.613349 2.503775 1.483039 -0.55 -0.27 0.15
H -2.121299 2.709625 1.330389 0.45 -0.11 0.08
O 4.679621 2.401055 -1.869131 -0.49 -0.11 0.01
H 5.421481 2.969895 -2.074821 0.22 0.27 -0.11
H 5.072361 1.638955 -1.443451 0.19 -0.22 0.09
O -3.681669 -2.368665 0.545929 0.08 0.44 -0.40
H -3.556499 -2.121005 1.462029 -0.15 0.15 0.57
H -3.078649 -3.099575 0.410369 0.14 -0.43 -0.14
```
Positions in Å, forces in eV/Å.

Output
ΔE to the lowest compared entry with this formula, charge and spin = 5.316 eV
multiplicity = 1
E_LUMO = -0.525 Ha
net charge = +2
E = -28108.96157 eV
HOMO = -16.641 eV



# 4
A gas-phase ion, C6H9O2 (charge -1). Source: OMol25; level of theory: the ωB97M-V functional and the def2-TZVPD basis.

Structure (XYZ):
```
17
Properties=species:S:1:pos:R:3:forces:R:3
C -0.517138 1.917019 1.971742 -0.36 -0.22 0.14
C 0.338877 0.972205 1.603601 -0.21 -0.17 0.22
C -0.099654 -0.392133 1.174154 0.59 -0.09 -1.27
C 0.555576 -0.804387 -0.176739 -0.86 0.00 0.61
C -0.185972 -0.202372 -1.369352 0.71 -0.18 -0.67
C 0.007981 -1.082940 -2.642297 0.12 -0.17 -0.09
O -0.994493 -1.243654 -3.371256 -0.10 0.15 0.03
O 1.158749 -1.558335 -2.796272 -0.01 0.11 0.07
H -1.569424 1.708035 1.799552 -0.06 0.04 0.28
H -0.302168 2.833972 2.506011 0.37 0.16 -0.45
H 1.416987 1.103900 1.600030 0.04 0.19 0.37
H 0.199447 -1.129788 1.918484 -0.04 0.06 0.32
H -1.180479 -0.428463 1.040213 -0.10 -0.04 0.27
H 0.584582 -1.891891 -0.262510 -0.19 0.00 -0.04
H 1.595665 -0.508128 -0.162603 0.34 0.15 -0.15
H 0.247257 0.776298 -1.605572 -0.15 0.06 0.03
H -1.255792 -0.069339 -1.227187 -0.09 -0.05 0.32
```
Positions in Å, forces in eV/Å.

Output
ΔE to the lowest compared entry with this formula, charge and spin = 0.305 eV
multiplicity = 1
structure (SMILES) = C=CCCCC(=O)[O-]
E_LUMO = 0.130 Ha
net charge = -1
E = -10463.71276 eV
HOMO = -3.863 eV



# 5
C3H4N2 in the gas phase. Source: OMol25; level of theory: the ωB97M-V functional and the def2-TZVPD basis.

Structure (XYZ):
```
9
Properties=species:S:1:pos:R:3:forces:R:3
C 1.173677 -0.318403 -0.065493 2.16 1.03 0.74
C 0.494152 0.875089 -0.045060 -0.29 0.62 0.09
N -0.864513 0.489128 -0.071578 1.02 0.48 0.40
C -0.851511 -0.865366 -0.034733 -0.21 -0.67 0.07
N 0.357108 -1.410446 -0.045922 -1.16 0.95 0.01
H 2.295517 -0.374490 0.076845 -1.60 -0.20 -0.51
H 0.879422 1.932633 0.079550 -0.84 -1.63 -0.40
H -1.702719 1.072127 0.011319 0.83 -0.43 -0.11
H -1.781136 -1.400270 0.095071 0.09 -0.15 -0.30
```
Positions in Å, forces in eV/Å.

Output
ΔE to the lowest compared entry with this formula, charge and spin = 0.265 eV
multiplicity = 1
structure (SMILES) = c1c[nH]cn1
E_LUMO = 0.033 Ha
net charge = 0
E = -6155.63543 eV
HOMO = -8.879 eV



# 6
C8H6O3 in the gas phase. Source: OMol25; level of theory: the ωB97M-V functional and the def2-TZVPD basis.

Structure (XYZ):
```
17
Properties=species:S:1:pos:R:3:forces:R:3
C -1.510565 -0.371946 -2.576923 0.27 0.60 -1.48
C -3.341835 -0.320362 1.689569 1.29 0.82 -0.93
C -1.655935 -0.401069 -1.383927 1.38 -0.58 -0.20
C -2.405837 -0.289112 0.909460 -1.47 -0.75 1.62
C -0.595050 1.814124 0.012182 -2.94 -0.07 -0.96
C 1.616102 0.870255 0.538289 -2.36 -1.67 2.65
C 1.078094 -0.536893 -0.007546 -0.51 2.33 -0.88
C -1.333617 -0.394097 0.002599 1.74 3.45 0.80
O -1.316480 2.745900 -0.269325 1.29 -2.20 0.70
O 0.675725 1.923826 0.232128 1.21 0.44 -0.14
O -0.152061 -0.941031 0.554317 -0.92 -0.77 0.15
H -1.264557 -0.112155 -3.618755 -0.62 -0.54 1.13
H -4.062908 0.009283 2.404795 -0.09 -0.39 -0.06
H 1.828980 1.062283 1.668517 -0.40 -1.13 -1.86
H 2.494774 1.058761 0.020515 1.57 0.67 -1.11
H 0.798096 -0.237555 -1.068235 1.10 -0.85 0.71
H 1.820149 -1.357884 0.082452 -0.55 0.66 -0.14
```
Positions in Å, forces in eV/Å.

Output
ΔE to the lowest compared entry with this formula, charge and spin = 7.713 eV
multiplicity = 1
E_LUMO (spin up / spin down) = -0.022 / -0.024 Ha
net charge = 0
E = -14527.85986 eV
HOMO (spin up / spin down) = -7.897 / -7.946 eV